(1)
{"formula": "CH3N3", "method": "ωB97M-V/def2-TZVPD", "species": ["C", "N", "N", "N", "H", "H", "H"], "positions_angstrom": [[1.38, -0.91, -0.12], [-3.08, 0.78, -0.15], [-1.37, -0.73, 0.15], [-2.17, 0.06, 0.11], [1.60, -1.48, 0.72], [1.57, -1.60, -0.97], [-3.23, 1.71, 0.17]], "mulliken_charge": [-0.3787, -0.6721, -0.3693, 0.7822, 0.2012, 0.1781, 0.2586], "homo_energy_ev": [-9.38, -9.30], "energy_ev": -5548.965, "homo_lumo_gap_ev": [8.9, 8.8], "relative_energy_ev": 6.916}

---

(2)
{"formula": "CH6N3S", "method": "ωB97M-V/def2-TZVPD", "species": ["C", "N", "N", "N", "S", "H", "H", "H", "H", "H", "H"], "positions_angstrom": [[-1.77, 0.45, 0.28], [-0.83, 1.26, 0.05], [0.69, -1.32, -0.11], [1.31, -0.06, -0.18], [-2.89, -0.56, 0.61], [-1.01, 2.13, -0.31], [1.78, 0.11, -1.07], [-0.04, -1.34, -0.75], [0.27, -1.34, 0.79], [1.93, -0.09, 0.62], [0.55, 0.76, 0.06]], "mulliken_charge": [0.5407, -0.5354, -0.6059, -0.1125, -0.1560, 0.2072, 0.3489, 0.2825, 0.2964, 0.3668, 0.3673], "homo_energy_ev": -14.56, "energy_ev": -16431.378, "homo_lumo_gap_ev": 10.2, "total_charge": 1, "relative_energy_ev": 1.545}

---

(3)
{"formula": "C6H40O16S", "method": "ωB97M-V/def2-TZVPD", "species": ["C", "C", "O", "S", "O", "O", "C", "C", "C", "C", "H", "H", "H", "H", "H", "H", "H", "H", "H", "H", "H", "H", "H", "H", "O", "H", "H", "O", "H", "H", "O", "H", "H", "O", "H", "H", "O", "H", "H", "O", "H", "H", "O", "H", "H", "O", "H", "H", "O", "H", "H", "O", "H", "H", "O", "H", "H", "O", "H", "H", "O", "H", "H"], "positions_angstrom": [[-0.28, 2.95, -3.06], [-0.54, 1.49, -3.37], [-0.03, 0.71, -2.25], [0.56, -0.76, -2.59], [-0.30, -1.31, -3.63], [0.09, -1.57, -1.27], [1.09, -1.70, -0.22], [0.36, -2.35, 0.95], [2.30, -2.53, -0.64], [3.56, -2.09, 0.12], [-0.99, 3.57, -3.60], [0.74, 3.21, -3.34], [-0.40, 3.11, -1.99], [-1.61, 1.27, -3.48], [-0.05, 1.19, -4.30], [1.43, -0.71, 0.10], [-0.22, -3.18, 0.56], [-0.32, -1.66, 1.46], [1.07, -2.75, 1.68], [2.11, -3.59, -0.43], [2.49, -2.45, -1.71], [3.87, -1.10, -0.23], [4.37, -2.78, -0.07], [3.36, -2.04, 1.19], [-0.26, -0.35, 3.84], [-0.83, -0.72, 4.54], [-0.65, 0.52, 3.70], [5.96, -1.10, -1.92], [6.84, -1.15, -2.30], [5.69, -0.19, -2.09], [0.44, 4.07, 0.05], [0.58, 3.11, 0.07], [-0.16, 4.24, 0.78], [0.90, 1.40, 1.45], [1.45, 0.79, 1.95], [0.18, 0.86, 1.11], [-3.64, 2.79, -2.68], [-3.76, 1.87, -2.44], [-4.53, 3.12, -2.86], [-1.22, -5.37, 2.16], [-0.92, -5.28, 1.25], [-1.48, -4.48, 2.43], [5.83, -0.31, -4.73], [5.53, -1.17, -4.42], [5.35, -0.15, -5.55], [-2.95, -0.06, 5.16], [-3.32, -0.79, 5.68], [-3.71, 0.25, 4.67], [2.82, 5.91, -0.88], [2.22, 5.19, -0.63], [3.10, 6.28, -0.04], [0.76, -4.07, -3.92], [0.39, -4.66, -3.26], [0.26, -3.25, -3.82], [-4.26, 3.42, -5.61], [-3.57, 3.78, -6.19], [-3.80, 3.22, -4.79], [-5.32, -1.07, 6.43], [-6.05, -1.58, 6.78], [-5.13, -0.42, 7.12], [-5.18, 0.11, 9.30], [-4.57, 0.70, 9.76], [-5.62, -0.38, 10.01]], "mulliken_charge": [-0.9743, -0.3008, -0.2126, 0.5778, -0.7015, -0.4920, 1.0445, -1.4066, -0.3467, -1.2445, 0.2869, 0.3675, 0.1492, 0.2171, 0.4148, -0.0620, 0.1968, 0.3614, 0.4175, 0.3141, 0.3118, 0.2760, 0.3787, 0.3250, -0.5699, 0.2971, 0.2924, -0.6226, 0.2991, 0.3190, -0.6103, 0.3607, 0.2846, -0.6860, 0.3134, 0.3207, -0.6554, 0.3174, 0.3017, -0.6357, 0.3407, 0.3339, -0.6192, 0.3427, 0.2953, -0.6394, 0.3260, 0.3102, -0.6480, 0.3294, 0.3044, -0.6205, 0.2940, 0.3670, -0.6416, 0.3225, 0.3780, -0.6469, 0.2845, 0.3661, -0.6207, 0.3131, 0.3042], "homo_energy_ev": -9.93, "energy_ev": -50465.981, "homo_lumo_gap_ev": 10.1}

---

(4)
{"formula": "C51H153N33O36P6", "method": "ωB97M-V/def2-TZVPD", "species": ["C", "N", "O", "O", "H", "H", "H", "C", "N", "O", "O", "H", "H", "H", "C", "N", "O", "O", "H", "H", "H", "C", "N", "O", "O", "H", "H", "H", "C", "N", "O", "O", "H", "H", "H", "C", "N", "O", "O", "H", "H", "H", "C", "N", "O", "O", "H", "H", "H", "C", "N", "O", "O", "H", "H", "H", "C", "N", "O", "O", "H", "H", "H", "C", "N", "O", "O", "H", "H", "H", "C", "N", "O", "O", "H", "H", "H", "C", "N", "O", "O", "H", "H", "H", "C", "N", "O", "O", "H", "H", "H", "C", "N", "O", "O", "H", "H", "H", "C", "N", "O", "O", "H", "H", "H", "O", "P", "N", "C", "C", "N", "C", "C", "N", "C", "C", "H", "H", "H", "H", "H", "H", "H", "H", "H", "H", "H", "H", "H", "H", "H", "H", "H", "H", "O", "P", "N", "C", "C", "N", "C", "C", "N", "C", "C", "H", "H", "H", "H", "H", "H", "H", "H", "H", "H", "H", "H", "H", "H", "H", "H", "H", "H", "O", "P", "N", "C", "C", "N", "C", "C", "N", "C", "C", "H", "H", "H", "H", "H", "H", "H", "H", "H", "H", "H", "H", "H", "H", "H", "H", "H", "H", "O", "P", "N", "C", "C", "N", "C", "C", "N", "C", "C", "H", "H", "H", "H", "H", "H", "H", "H", "H", "H", "H", "H", "H", "H", "H", "H", "H", "H", "O", "P", "N", "C", "C", "N", "C", "C", "N", "C", "C", "H", "H", "H", "H", "H", "H", "H", "H", "H", "H", "H", "H", "H", "H", "H", "H", "H", "H", "O", "P", "N", "C", "C", "N", "C", "C", "N", "C", "C", "H", "H", "H", "H", "H", "H", "H", "H", "H", "H", "H", "H", "H", "H", "H", "H", "H", "H"], "positions_angstrom": [[3.52, -0.56, 0.20], [3.13, 0.69, -0.59], [4.01, 1.26, -1.24], [2.03, 1.16, -0.39], [3.87, -0.20, 1.17], [4.37, -1.01, -0.32], [2.69, -1.27, 0.24], [-5.61, 1.23, 2.45], [-5.15, -0.04, 1.98], [-5.73, -0.54, 1.00], [-4.42, -0.69, 2.79], [-5.46, 1.24, 3.53], [-6.60, 1.50, 2.07], [-4.92, 1.97, 2.03], [-0.09, -5.10, 0.95], [0.87, -6.04, 0.35], [1.12, -7.13, 0.93], [1.70, -5.55, -0.39], [0.21, -4.78, 1.94], [-1.03, -5.67, 0.94], [-0.26, -4.34, 0.19], [-8.91, -0.29, 0.22], [-9.75, -0.27, -1.01], [-10.32, 0.82, -1.23], [-9.95, -1.35, -1.58], [-8.17, -1.04, -0.06], [-9.50, -0.69, 1.05], [-8.37, 0.65, 0.28], [-3.34, 3.25, -4.93], [-2.85, 3.45, -6.36], [-2.71, 4.56, -6.85], [-2.69, 2.48, -7.11], [-3.55, 2.19, -4.81], [-4.19, 3.93, -4.84], [-2.50, 3.57, -4.32], [-4.47, -8.34, -1.69], [-3.21, -7.69, -2.02], [-3.22, -6.68, -2.74], [-2.15, -8.13, -1.58], [-5.07, -7.75, -1.00], [-4.08, -9.23, -1.19], [-5.01, -8.52, -2.62], [-0.23, -6.97, 4.45], [-1.69, -7.14, 4.23], [-2.09, -6.90, 3.11], [-2.45, -7.23, 5.20], [-0.06, -7.93, 4.93], [-0.08, -6.03, 4.99], [0.24, -7.06, 3.47], [2.63, -3.63, 3.79], [1.80, -2.52, 4.33], [2.34, -1.41, 4.57], [0.59, -2.81, 4.45], [3.50, -3.79, 4.41], [2.93, -3.37, 2.77], [1.97, -4.50, 3.74], [-6.07, 5.40, -0.27], [-4.69, 5.12, 0.39], [-3.76, 5.59, -0.17], [-4.52, 4.45, 1.41], [-5.69, 5.25, -1.28], [-6.33, 6.43, -0.02], [-6.71, 4.59, 0.08], [-0.63, -1.32, 7.51], [-0.79, -2.76, 7.31], [-1.51, -3.13, 6.37], [-0.11, -3.38, 8.05], [-1.41, -0.80, 6.94], [0.32, -0.96, 7.12], [-0.90, -1.08, 8.54], [-3.13, -1.28, -7.82], [-3.75, -0.59, -6.66], [-3.37, -0.89, -5.53], [-4.64, 0.21, -6.92], [-3.64, -2.24, -7.70], [-2.05, -1.35, -7.70], [-3.47, -0.96, -8.80], [-5.78, -5.97, 3.59], [-6.35, -5.40, 2.37], [-7.57, -5.33, 2.26], [-5.63, -4.94, 1.47], [-4.71, -5.79, 3.57], [-6.02, -7.03, 3.66], [-6.19, -5.35, 4.39], [-7.27, -4.91, -0.92], [-7.11, -5.67, -2.20], [-6.30, -5.39, -3.06], [-7.97, -6.55, -2.41], [-6.35, -4.34, -0.84], [-7.45, -5.72, -0.21], [-8.19, -4.36, -1.15], [2.15, -0.91, -7.18], [3.04, 0.04, -6.44], [3.54, -0.22, -5.32], [3.27, 1.14, -7.00], [2.25, -0.87, -8.27], [1.14, -0.53, -7.05], [2.28, -1.97, -6.94], [-5.91, 0.39, -2.08], [-5.29, 1.71, -1.61], [-4.69, 2.49, -2.38], [-5.43, 1.97, -0.43], [-5.70, 0.31, -3.15], [-6.96, 0.47, -1.78], [-5.38, -0.36, -1.51], [8.31, -3.92, 3.16], [7.60, -2.71, 2.60], [6.62, -2.98, 1.25], [5.74, -4.03, 1.55], [7.28, -3.07, -0.06], [8.66, -1.47, 2.07], [10.07, -1.44, 2.48], [8.20, -0.19, 1.47], [6.59, -1.87, 3.77], [7.06, -1.95, 5.17], [5.76, -0.58, 3.46], [5.13, -4.26, 0.68], [5.31, -4.04, 2.55], [6.42, -4.87, 1.70], [8.13, -3.75, -0.10], [7.89, -2.17, -0.11], [6.56, -3.35, -0.83], [10.13, -1.46, 3.56], [10.55, -2.36, 2.15], [10.56, -0.57, 2.03], [8.88, 0.14, 0.68], [7.22, -0.26, 0.99], [8.16, 0.54, 2.28], [6.18, -1.66, 5.75], [7.42, -2.95, 5.39], [7.93, -1.29, 5.21], [4.91, -0.55, 4.15], [5.42, -0.56, 2.43], [6.33, 0.32, 3.70], [0.33, -2.29, -1.19], [-0.85, -1.37, -1.07], [-0.82, -0.17, -2.31], [-2.10, 0.63, -2.52], [0.06, -0.32, -3.49], [-0.77, -0.50, 0.39], [-1.35, 0.88, 0.56], [-0.34, -0.95, 1.68], [-2.39, -2.08, -1.13], [-3.30, -2.47, -0.11], [-2.64, -2.96, -2.24], [-1.94, 1.70, -2.40], [-2.98, 0.30, -1.97], [-2.37, 0.49, -3.56], [1.02, -0.76, -3.22], [0.28, 0.60, -4.03], [-0.37, -1.05, -4.18], [-0.80, 1.65, 0.03], [-2.41, 0.73, 0.36], [-1.37, 1.14, 1.62], [0.58, -0.50, 2.04], [-1.03, -0.85, 2.52], [-0.22, -2.03, 1.77], [-3.37, -1.69, 0.65], [-4.31, -2.47, -0.50], [-3.10, -3.48, 0.23], [-2.85, -3.99, -1.94], [-1.88, -2.90, -3.01], [-3.55, -2.53, -2.66], [0.21, 5.33, 5.73], [-1.10, 4.67, 5.41], [-2.35, 5.69, 4.95], [-3.63, 5.16, 4.43], [-2.23, 7.14, 4.66], [-1.75, 3.74, 6.66], [-1.62, 4.37, 7.93], [-2.52, 2.55, 6.59], [-0.91, 3.65, 4.04], [-0.63, 4.37, 2.82], [-0.26, 2.34, 4.16], [-4.48, 5.42, 5.06], [-3.53, 4.08, 4.38], [-3.88, 5.58, 3.45], [-1.25, 7.31, 4.22], [-2.32, 7.67, 5.62], [-3.02, 7.39, 3.95], [-2.53, 4.96, 8.04], [-1.45, 3.60, 8.68], [-0.75, 5.00, 8.09], [-1.84, 1.80, 7.00], [-3.36, 2.64, 7.28], [-2.78, 2.18, 5.60], [-0.86, 5.44, 2.84], [0.43, 4.32, 2.60], [-1.19, 3.94, 1.99], [-0.08, 1.82, 3.22], [-0.86, 1.58, 4.65], [0.62, 2.49, 4.79], [2.67, 5.72, -2.96], [1.23, 5.97, -2.56], [0.27, 6.79, -3.74], [-0.72, 6.15, -4.64], [0.67, 8.08, -4.28], [1.19, 7.12, -1.26], [-0.07, 7.71, -0.71], [2.20, 7.08, -0.14], [0.28, 4.64, -2.12], [-1.08, 4.68, -1.55], [0.77, 3.31, -2.49], [-1.01, 5.14, -4.36], [-0.39, 6.03, -5.67], [-1.50, 6.86, -4.91], [1.48, 8.60, -3.77], [-0.14, 8.80, -4.19], [0.84, 7.94, -5.35], [-0.59, 8.36, -1.40], [-0.64, 7.05, -0.05], [0.38, 8.42, 0.00], [1.92, 6.30, 0.56], [3.22, 7.19, -0.51], [2.29, 7.98, 0.47], [-1.15, 4.30, -0.53], [-1.41, 5.70, -1.72], [-1.74, 4.05, -2.15], [1.66, 3.17, -1.87], [1.04, 3.33, -3.55], [0.06, 2.50, -2.31], [6.36, 3.68, 4.09], [5.51, 4.21, 3.04], [4.72, 5.75, 3.44], [5.43, 6.98, 3.09], [3.97, 5.90, 4.65], [4.17, 3.14, 2.92], [3.51, 2.55, 4.08], [3.43, 2.95, 1.65], [6.13, 4.33, 1.36], [7.21, 3.55, 0.90], [5.53, 5.15, 0.32], [6.38, 7.04, 3.63], [4.86, 7.87, 3.34], [5.73, 7.03, 2.05], [3.17, 6.64, 4.58], [4.66, 6.27, 5.41], [3.54, 4.94, 4.95], [2.50, 2.92, 4.27], [3.23, 1.52, 3.86], [4.23, 2.67, 4.89], [2.64, 2.20, 1.75], [2.88, 3.85, 1.37], [4.22, 2.67, 0.96], [7.13, 2.56, 1.37], [7.19, 3.42, -0.18], [8.11, 4.12, 1.15], [6.14, 5.99, -0.03], [4.58, 5.59, 0.62], [5.31, 4.48, -0.51], [1.03, -4.00, -7.64], [0.83, -4.73, -6.37], [-0.79, -4.77, -5.81], [-1.36, -5.54, -4.68], [-1.88, -4.19, -6.70], [1.83, -4.39, -5.08], [3.24, -4.88, -4.92], [1.57, -3.25, -4.11], [1.24, -6.38, -6.80], [2.10, -6.83, -8.00], [1.12, -7.40, -5.76], [-0.55, -5.92, -4.06], [-1.83, -6.46, -5.03], [-1.90, -4.84, -4.04], [-2.86, -4.06, -6.24], [-2.05, -4.91, -7.50], [-1.48, -3.38, -7.32], [3.27, -5.86, -4.46], [3.74, -4.64, -5.86], [3.68, -4.29, -4.12], [1.92, -2.30, -4.52], [0.49, -3.16, -4.06], [1.90, -3.49, -3.10], [1.86, -6.28, -8.91], [3.16, -6.61, -7.86], [1.83, -7.82, -8.35], [1.96, -8.09, -5.81], [0.23, -8.02, -5.88], [1.03, -7.03, -4.74]], "mulliken_charge": [0.0715, 0.6295, -0.6402, 0.1091, -0.4208, 0.4815, -0.1336, -1.0085, 1.0154, -0.3072, -0.5087, 0.3577, 0.1523, 0.3393, 0.5099, 1.0055, -0.6464, -0.5181, -0.2042, 0.2067, -0.4428, -0.6381, 0.9664, -0.5527, -0.5295, 0.1433, 0.3863, 0.2200, 0.1031, 1.0025, -0.5828, -0.5576, -0.0569, 0.3586, -0.2100, -0.6654, 0.8221, -0.3755, -0.5576, 0.1529, 0.3409, 0.2766, -0.5053, 0.8190, -0.4216, -0.5434, 0.3617, 0.1628, 0.1434, -0.5222, 0.8529, -0.4761, -0.4541, 0.3566, 0.1071, 0.1057, -0.7441, 0.8564, -0.4887, -0.4347, 0.2689, 0.3138, 0.2266, -0.6950, 0.9204, -0.4826, -0.5688, 0.2142, 0.2475, 0.3510, -0.6980, 0.8820, -0.3703, -0.5348, 0.3036, 0.1140, 0.3567, -0.7287, 0.7264, -0.5371, -0.2867, 0.2462, 0.2752, 0.3124, -0.2657, 0.8644, -0.4872, -0.5709, -0.0661, 0.2391, 0.2966, -0.5913, 0.9291, -0.5019, -0.5482, 0.3873, 0.2108, 0.0706, -0.3204, 0.8208, -0.4742, -0.4046, 0.2436, 0.1295, -0.0115, -0.8256, 0.1904, 0.6579, -1.3456, -1.0054, 0.1470, -1.0413, -1.4342, 0.4900, -1.1313, -0.5458, 0.4536, 0.1552, 0.4122, 0.3141, 0.3090, 0.3050, 0.2752, 0.3077, 0.3830, 0.6000, 0.2717, 0.6337, 0.3055, 0.3164, 0.3282, 0.5804, -0.4369, 0.3553, -0.8565, -1.1707, 1.8085, 0.1963, -1.4993, 1.5635, -0.3215, -0.8311, 2.2394, -0.6649, -1.0318, -0.6566, -0.3325, 0.5449, 0.2830, 0.2329, 0.3756, -0.3739, -0.0234, 0.2867, 0.2546, 0.5849, -0.4302, -0.2689, 0.0994, 0.0782, 0.2328, -0.5119, 0.4707, -0.9187, 0.3244, 0.2783, -0.6528, -1.0662, 0.5087, -1.2823, -1.0975, 1.3036, -1.2055, -1.2621, 0.3234, 0.0711, 0.2419, 0.3325, 0.2989, 0.3248, 0.3500, 0.4062, 0.2966, 0.4495, 0.3959, 0.2232, 0.1840, 0.2265, 0.1873, 0.3232, -0.0888, 0.4944, -0.8634, 0.1847, 0.4260, -0.8737, -1.2666, 0.2367, -1.0092, -1.4351, 0.9904, -0.6753, -1.1194, -0.3768, 0.5038, 0.4778, 0.3504, 0.3851, 0.3870, 0.1908, 0.2837, 0.5154, 0.5140, 0.3968, 0.5609, -0.2474, 0.6835, -0.1534, 0.3087, 0.4337, -0.0849, -0.9024, 0.2567, 0.6269, -1.1608, -0.8649, 0.7901, -0.8586, -0.4718, 0.4622, -1.1853, -1.2517, 0.3737, 0.3739, 0.2396, 0.2876, 0.3194, 0.1441, 0.2065, -0.0633, 0.5352, 0.0633, -0.3395, 0.2496, 0.2042, 0.4400, 0.3607, 0.3875, 0.0863, 0.6037, -0.9948, 0.3601, 0.5707, -0.7620, -1.1824, 0.7788, -1.2390, -0.4522, 0.0354, -1.1126, -1.1406, 0.2790, 0.3039, 0.1010, 0.3996, 0.4387, 0.2128, 0.2287, 0.3279, 0.5782, -0.0267, -0.5545, 0.7427, 0.3148, 0.3220, 0.4253, 0.4193, 0.2845, 0.3539], "homo_energy_ev": -7.98, "energy_ev": -233942.327, "homo_lumo_gap_ev": 6.7, "relative_energy_ev": 5.405}

---

(5)
{"formula": "C10H18O3Si", "method": "ωB97M-V/def2-TZVPD", "species": ["C", "C", "C", "C", "C", "C", "C", "C", "C", "C", "O", "O", "O", "Si", "H", "H", "H", "H", "H", "H", "H", "H", "H", "H", "H", "H", "H", "H", "H", "H", "H", "H"], "positions_angstrom": [[2.14, 0.71, -0.24], [-3.13, 0.29, 0.33], [-2.01, 1.23, 0.74], [-2.74, -0.42, -0.95], [1.96, -1.75, -0.92], [1.76, -2.40, 0.46], [-0.81, 0.62, 1.35], [-1.78, -1.61, -0.65], [1.30, -0.33, -0.95], [2.55, 3.01, 0.24], [3.04, 0.49, 0.52], [0.55, -1.99, 0.96], [1.75, 2.00, -0.51], [-0.28, -0.79, 0.15], [-3.42, -0.52, 1.00], [-4.06, 0.80, 0.08], [-1.79, 1.64, -0.17], [-2.43, 1.99, 1.40], [-3.53, -0.79, -1.52], [-2.04, 0.13, -1.61], [3.00, -1.76, -1.19], [1.31, -2.23, -1.62], [1.66, -3.46, 0.37], [2.56, -2.23, 1.17], [-0.13, 1.39, 1.25], [-0.92, 0.42, 2.48], [-2.15, -2.29, -0.03], [-1.46, -2.09, -1.60], [1.11, 0.26, -1.87], [1.85, 3.78, 0.27], [3.40, 3.16, -0.23], [2.73, 2.72, 1.29]], "mulliken_charge": [0.1617, -0.6391, -0.9234, -0.8852, -1.0414, -0.3953, -0.4716, -0.9134, 0.2709, -0.8544, -0.6186, -0.5936, -0.3457, 0.3513, 0.3396, 0.3499, 0.3686, 0.4584, 0.4409, 0.3424, 0.4245, 0.3510, 0.3336, 0.3273, 0.2218, 0.3662, 0.6026, 0.3626, 0.5779, 0.3021, 0.4022, 0.3265], "homo_energy_ev": -9.35, "energy_ev": -24682.171, "homo_lumo_gap_ev": 10.2, "smiles": "COC(=O)[C@H]1CCO[Si]12CCCCC2", "relative_energy_ev": 1.798}